# 1
Molecular formula: C7H7N
Method: DFT, wB97M-V/def2-TZVPD

```
15
Properties=species:S:1:pos:R:3:forces:R:3
C 1.9630 -1.4693 0.4016 0.46 -1.04 0.72
C 2.1668 -0.1053 0.3729 -0.96 -2.76 -0.48
C 1.1976 0.7358 -0.0356 5.38 3.43 0.95
N 0.0632 0.3425 -0.2416 -7.08 -1.63 -0.76
C -0.2440 -0.9455 -0.1390 3.37 -0.96 -1.28
C 0.7361 -1.9709 -0.0460 -1.15 2.46 1.65
H 2.7594 -2.0674 0.9215 -0.81 0.20 -1.21
H 3.1127 0.1731 0.4740 3.82 1.67 1.06
H 1.4392 1.8012 -0.0914 -0.22 -0.05 -0.25
H -1.2178 -1.1607 -0.3571 -2.58 -0.91 -0.35
H 0.3938 -2.9762 -0.0450 0.21 -0.79 -0.02
C -3.3756 2.3986 -0.2846 -7.19 6.97 0.53
C -2.6959 1.4807 -0.3586 4.49 -5.89 -0.22
H -4.2978 3.1100 -0.2192 2.71 -1.57 -0.18
H -2.0006 0.6533 -0.3518 -0.46 0.86 -0.16
```
Forces are in eV/Å.

Results
E ... -8858.354 eV
SMILES ... c1ccncc1.C#C
Strongest force on any atom ... 0.1949 Eh/bohr
Energy above the lowest of the compared OMol25 structures with the same formula, charge and spin ... 75.4 kcal/mol
Gap between HOMO and LUMO ... 10.41 eV
HOMO ... -9.54 eV
Net charge ... 0

***

# 2
Molecular formula: C7H7N2O
Method: DFT, wB97M-V/def2-TZVPD

```
17
Properties=species:S:1:pos:R:3:forces:R:3
C 1.8749 1.9892 0.1448 1.20 4.05 -0.24
C 1.6455 0.6040 -0.0030 1.65 -1.00 -2.74
C 0.8324 -0.2527 0.4349 -1.73 -4.08 3.26
C 0.4368 -1.5052 0.7270 -0.91 -0.34 -0.66
C -0.9045 -2.1262 0.5541 1.14 1.73 -0.58
C -1.9864 -1.4136 0.1370 1.43 -0.20 0.77
N -1.9913 -0.1606 -0.2842 -0.96 1.24 -0.18
O -3.1900 0.4595 -0.5162 -1.21 -0.02 0.55
C -1.1421 0.5801 -0.9523 1.38 1.97 -2.58
N -0.6984 1.3656 -1.7084 -0.26 -1.27 1.23
H 1.1836 2.5423 -0.5366 -0.02 -0.26 0.83
H 2.8415 2.3813 -0.2129 0.16 -0.92 -0.52
H 1.9747 2.4547 1.1300 -1.16 -0.45 0.34
H 1.9551 0.1289 -0.9551 0.60 0.91 -0.07
H 1.1690 -2.2333 1.1177 -0.12 0.74 0.13
H -1.0036 -3.1737 0.6071 -0.04 -1.01 0.65
H -2.9974 -1.6404 0.3162 -1.15 -1.12 -0.16
```
Forces are in eV/Å.

Results
E ... -12394.919 eV
SMILES ... CC=C=C/C=C\N([O-])C#N
Strongest force on any atom ... 0.1070 Eh/bohr
Energy above the lowest of the compared OMol25 structures with the same formula, charge and spin ... 20.6 kcal/mol
Gap between HOMO and LUMO ... 6.29 eV
HOMO ... -2.61 eV
Net charge ... -1

***

# 3
Molecular formula: C7H7N2O3
Method: DFT, wB97M-V/def2-TZVPD

```
19
Properties=species:S:1:pos:R:3:forces:R:3
C 0.8313 -0.7628 -2.4291 2.07 -1.34 -4.56
C 0.9033 0.5700 -2.1325 0.15 2.22 1.03
C 0.2718 -1.7147 -1.6548 -0.05 -1.54 1.02
C 0.3404 0.9372 -0.8669 1.59 0.22 -1.57
C -0.2609 -1.3304 -0.4214 -1.62 -1.57 -1.71
C -0.2694 -0.0222 -0.0810 -0.60 1.64 2.38
C -0.9452 0.4154 1.5569 2.03 1.39 -2.97
N -0.7772 1.7537 1.8972 1.30 -1.15 1.80
N -0.0363 -0.4192 2.3079 0.70 -1.05 2.93
O -1.5795 2.6480 1.3007 -0.65 0.72 -0.71
O -0.2475 -1.6105 2.6040 -0.42 1.24 -1.14
O 0.9092 0.1819 2.7891 0.65 -0.55 -0.24
H 1.2601 -1.2341 -3.4217 -0.62 1.51 1.73
H 1.4407 1.3954 -2.7795 -1.23 -2.00 1.25
H 0.3514 -2.7737 -2.0173 -0.43 1.04 0.64
H 0.5861 1.9524 -0.5800 -0.81 0.03 0.61
H -0.9702 -2.0317 0.0132 0.56 -0.06 0.79
H -1.9324 0.0135 1.5159 -0.73 -0.16 0.14
H 0.1242 2.0319 2.3992 -1.86 -0.59 -1.42
```
Forces are in eV/Å.

Results
E ... -16489.151 eV
Strongest force on any atom ... 0.1008 Eh/bohr
Energy above the lowest of the compared OMol25 structures with the same formula, charge and spin ... 148.8 kcal/mol
Gap between HOMO and LUMO (alpha / beta) ... 5.15 / 5.15 eV
HOMO (alpha / beta) ... -1.63 / -1.63 eV
Net charge ... -1

***

# 4
Molecular formula: C7H7N2OS
Method: DFT, wB97M-V/def2-TZVPD

```
18
Properties=species:S:1:pos:R:3:forces:R:3
C -2.1643 -0.1430 2.8490 -0.32 -0.16 0.22
C -1.4729 -0.9726 1.9460 0.15 -0.23 -0.22
C -1.7063 1.1353 2.8302 0.32 0.26 -0.20
C -0.4896 -0.3059 1.2579 0.00 0.62 0.18
C 0.4894 0.5616 -3.7129 -1.10 -0.45 -0.78
C 2.7364 0.4329 -2.7792 0.90 0.37 0.55
C 0.4483 -0.7319 0.2840 0.21 -0.36 -0.11
N 1.5840 0.6647 -3.2247 0.30 -0.39 -0.24
N 1.3444 0.0883 -0.1787 0.29 -0.04 -0.17
O 1.2716 1.3101 0.2846 0.34 -0.42 -0.47
S -0.3813 1.3695 1.7080 -1.01 0.15 0.93
H -2.9685 -0.5026 3.4793 -0.03 0.03 0.03
H -1.6747 -2.0241 1.8055 -0.02 -0.10 -0.03
H -2.0721 1.9540 3.4273 -0.05 0.12 0.09
H -0.2668 1.3183 -3.6097 -0.07 0.55 0.30
H 3.5995 0.8144 -3.2934 0.14 0.14 -0.31
H 2.8089 0.0176 -1.7886 -0.07 -0.12 0.25
H 0.4761 -1.7555 -0.0717 0.01 0.02 -0.03
```
Forces are in eV/Å.

Results
E ... -23231.590 eV
Strongest force on any atom ... 0.0276 Eh/bohr
Energy above the lowest of the compared OMol25 structures with the same formula, charge and spin ... 65.9 kcal/mol
Gap between HOMO and LUMO ... 6.97 eV
HOMO ... -3.25 eV
Net charge ... -1

***

# 5
Molecular formula: C7H7N2OS
Method: DFT, wB97M-V/def2-TZVPD

```
18
Properties=species:S:1:pos:R:3:forces:R:3
C 1.1001 -0.0221 -3.0397 0.65 2.50 -0.78
C 1.0387 -1.3421 -3.2836 -0.67 -0.26 0.65
C 0.6559 0.1761 -1.7470 0.53 2.61 -0.18
C 0.3085 -0.8305 -0.9856 -0.92 -2.73 1.31
C -0.3075 1.2422 0.6716 -0.46 -2.51 2.04
C -0.1952 -1.1312 0.3676 1.20 0.92 -0.71
C -0.6340 -0.1275 2.6303 4.37 0.59 0.60
N -0.4454 0.0170 1.2066 -0.01 2.01 -2.02
N -0.6557 2.3131 1.2838 -1.58 -1.79 0.86
O -0.2832 -2.2142 0.8343 -0.43 -0.77 0.38
S 0.5056 -2.2867 -1.9433 0.06 0.12 -0.85
H 1.4056 0.8170 -3.7552 -0.58 -1.61 1.07
H 1.0456 -1.6411 -4.2801 0.51 -1.41 -1.32
H 0.3849 0.1399 3.1306 -1.76 -0.58 -0.66
H -1.3282 0.5201 2.9978 -2.07 1.85 0.83
H -0.9037 -1.0857 2.9190 -0.36 -1.97 0.03
H -0.2835 3.1450 1.0023 0.96 2.91 -0.85
H -1.4086 2.3108 1.9906 0.54 0.13 -0.41
```
Forces are in eV/Å.

Results
E ... -23222.941 eV
Strongest force on any atom ... 0.0866 Eh/bohr
Gap between HOMO and LUMO (alpha / beta) ... 8.45 / 5.70 eV
2S+1 ... 3
HOMO (alpha / beta) ... -13.00 / -13.06 eV
Net charge ... +1

***

# 6
Molecular formula: C7H7N3O
Method: DFT, wB97M-V/def2-TZVPD

```
18
Properties=species:S:1:pos:R:3:forces:R:3
C 3.2758 0.5636 -0.3418 0.90 -1.16 1.93
C 2.0361 0.0324 -0.2090 1.49 0.66 0.14
C 1.0716 -0.1204 -1.2818 -1.21 0.06 0.72
C -0.2625 -0.1262 -1.2321 3.29 -0.13 0.90
C -1.3650 -0.5079 -1.7008 -0.61 0.42 -0.44
N -2.4909 -0.7712 -2.0188 -2.21 -0.46 -0.10
H 3.9622 0.5853 0.6205 -1.50 0.02 -2.17
H 3.8018 0.7858 -1.2817 -0.72 0.32 0.38
H 1.8010 -0.4131 0.7470 -0.39 0.45 0.29
H 1.4839 -0.3021 -2.2238 0.79 -0.14 -1.59
H -3.1630 -0.6173 -1.2334 0.38 -0.21 -0.56
N -0.2855 2.2685 1.3236 0.83 0.99 0.26
C -0.9059 1.3325 1.1454 -0.34 -0.11 -0.57
C -1.8360 0.2318 0.9978 -0.38 -1.49 2.35
N -1.4844 -0.8289 1.7973 1.97 1.97 -0.58
O -2.9238 0.3325 0.4979 -0.47 0.29 -0.76
H -2.0273 -1.5785 2.0015 -2.67 -2.25 -0.09
H -0.6880 -0.8669 2.3922 0.85 0.77 -0.09
```
Forces are in eV/Å.

Results
E ... -13885.888 eV
SMILES ... C=CC=C=C=N.N#CC(N)=O
Strongest force on any atom ... 0.0680 Eh/bohr
Energy above the lowest of the compared OMol25 structures with the same formula, charge and spin ... 117.5 kcal/mol
Gap between HOMO and LUMO ... 8.48 eV
HOMO ... -8.96 eV
Net charge ... 0

***

# 7
Molecular formula: C7H7N3O
Method: DFT, wB97M-V/def2-TZVPD

```
18
Properties=species:S:1:pos:R:3:forces:R:3
N -0.9032 -3.4329 2.6579 -0.53 -0.33 1.47
C -0.3116 -3.1516 1.7298 -0.16 -0.08 -0.62
C 0.1623 -2.8299 0.3948 0.21 -1.45 -1.61
O -0.1388 -3.5674 -0.5232 0.06 0.34 0.53
C 0.9379 -1.6326 0.2624 0.22 0.93 -0.58
C 1.1176 -0.8282 1.3460 0.46 1.55 -2.13
C 1.5883 0.4410 1.2245 2.13 1.71 0.28
C 2.1234 0.8826 0.0048 -2.32 -2.39 0.23
N 1.9281 0.0899 -1.0593 0.80 0.21 -0.63
C 1.3571 -1.1129 -0.9486 0.68 1.03 0.37
H 0.8718 -1.1496 2.2485 -1.25 -1.39 3.99
H 1.7718 1.0572 2.1061 -0.32 -0.19 -0.11
H 2.5727 1.8400 -0.1148 0.36 0.49 -0.25
H 1.3064 -1.7006 -1.8227 -0.31 -0.40 -0.98
N -1.4575 -0.0907 -2.0592 3.26 3.64 0.86
H -2.1335 -0.6187 -2.4695 -2.42 -1.46 -1.29
H -1.6723 0.1905 -1.1073 -0.28 -0.31 -0.26
H -1.2508 0.8124 -2.5822 -0.57 -1.90 0.72
```
Forces are in eV/Å.

Results
E ... -13888.622 eV
SMILES ... N#CC(=O)c1cccnc1.N
Strongest force on any atom ... 0.0964 Eh/bohr
Energy above the lowest of the compared OMol25 structures with the same formula, charge and spin ... 54.5 kcal/mol
Gap between HOMO and LUMO ... 8.87 eV
HOMO ... -9.93 eV
Net charge ... 0

***

# 8
Molecular formula: C7H7N4O
Method: DFT, wB97M-V/def2-TZVPD

```
19
Properties=species:S:1:pos:R:3:forces:R:3
C 2.8351 0.1503 0.7950 1.02 -0.60 1.93
C 2.7916 0.9795 -0.2834 2.94 2.01 -2.01
C 1.7621 -0.6199 1.1117 -2.58 -2.03 0.23
C 1.6907 1.0749 -1.1285 -0.23 -0.91 0.44
C 0.6273 -0.6599 0.1801 1.54 0.88 1.42
C 0.6789 0.2185 -0.8414 0.14 1.28 -1.34
C -2.3863 -0.2430 -0.0757 -3.42 0.14 -3.46
N -1.6751 -1.2807 -0.1589 1.13 -1.77 -0.53
N -0.4599 -1.4267 0.3333 -0.80 -4.02 3.25
N -2.2495 0.7734 0.8659 1.89 0.36 2.52
N -3.4987 -0.1177 -0.8696 0.76 -1.01 0.60
O -2.6914 1.8027 0.5186 -0.71 1.81 -0.33
H 3.7449 0.1059 1.4289 -0.82 0.13 -0.46
H 3.7869 1.5230 -0.5860 -2.19 -0.92 0.64
H 1.6055 -1.2301 2.0498 0.71 0.76 -1.11
H 1.7264 1.5925 -2.0472 0.03 0.82 -0.70
H -0.3635 -2.3932 0.8739 -0.10 2.68 -1.45
H -3.8323 -0.9591 -1.3617 0.34 0.91 0.26
H -4.0927 0.7093 -0.8046 0.35 -0.53 0.09
```
Forces are in eV/Å.

Results
E ... -15366.158 eV
Strongest force on any atom ... 0.1018 Eh/bohr
Energy above the lowest of the compared OMol25 structures with the same formula, charge and spin ... 82.8 kcal/mol
Gap between HOMO and LUMO (alpha / beta) ... 7.07 / 7.51 eV
HOMO (alpha / beta) ... -13.66 / -12.91 eV
Net charge ... +1